ORCA calculation (ωB97M-V/def2-TZVPD) on a 9-piece molecular cluster, C42H90ClN4O25PS9 overall.

XYZ file:
```
172
Properties=species:S:1:pos:R:3:forces:R:3
H -1.213 1.016 0.811 0.1 0.0 0.1
N -2.135 1.065 1.255 0.2 0.1 -0.1
C -2.946 0.357 0.600 0.1 0.1 0.0
C -2.662 -0.430 -0.658 -0.2 -0.7 0.7
C -1.282 -1.019 -0.773 0.9 0.1 -0.4
C -0.467 -0.714 -1.920 -0.3 -0.3 0.1
S -1.059 0.425 -3.162 0.3 0.3 0.0
C 0.806 -1.241 -2.089 -0.5 0.7 -0.5
P 1.923 -0.961 -3.549 1.0 -1.0 0.0
C 2.446 0.781 -3.230 -0.5 -0.4 0.0
O 0.977 -0.938 -4.908 0.1 0.3 0.1
C 1.350 -2.071 -1.072 -0.1 0.4 -0.7
N 2.627 -2.544 -1.224 -0.6 0.0 0.6
C 3.071 -3.279 -0.246 0.7 -0.2 0.0
C 4.468 -3.818 -0.373 0.0 0.5 -0.7
C 4.540 -5.188 -1.089 0.0 -0.4 0.6
N 3.463 -6.138 -0.852 0.3 -0.1 -0.4
C 2.290 -3.600 0.911 -0.3 -0.3 0.0
C 2.863 -4.397 2.044 0.2 0.7 0.3
C 3.420 -3.403 3.079 0.1 -0.1 -0.2
N 1.068 -3.172 1.043 0.1 0.2 -0.4
C 0.570 -2.378 0.044 -0.1 -0.2 0.5
C -0.751 -1.867 0.187 -0.4 0.2 0.1
C -1.520 -2.275 1.426 -0.4 0.2 -0.2
C -2.802 -3.070 1.135 0.7 -0.4 0.4
C -2.610 -4.083 0.019 -0.2 0.0 0.4
Cl -3.171 -3.985 2.670 -0.2 0.1 0.0
H -3.975 0.328 0.953 -0.2 0.0 0.0
H -3.371 -1.257 -0.687 -0.2 0.0 -0.1
H -2.933 0.210 -1.485 0.0 0.1 -0.1
H -2.357 0.116 -3.233 0.0 -0.2 0.1
H 2.849 1.187 -4.154 0.0 0.2 -0.1
H 3.267 0.682 -2.524 0.1 0.1 0.1
H 1.677 1.412 -2.788 0.0 0.2 -0.2
H 0.970 -0.079 -5.342 -0.3 0.1 0.1
H 4.988 -3.111 -1.017 0.2 0.1 0.0
H 4.981 -3.785 0.582 0.0 -0.3 0.1
H 4.643 -5.065 -2.163 -0.1 0.3 -0.1
H 5.455 -5.674 -0.755 0.2 0.0 -0.1
H 3.462 -6.518 0.079 -0.2 0.1 0.1
H 2.556 -5.783 -1.112 -0.1 0.0 0.1
H 3.681 -5.025 1.719 0.0 -0.3 -0.1
H 2.079 -5.002 2.485 -0.1 -0.1 0.0
H 2.725 -2.582 3.227 -0.2 0.0 0.2
H 3.635 -3.900 4.019 0.0 0.0 0.1
H 4.341 -2.954 2.708 0.1 0.0 0.0
H -0.912 -2.906 2.057 0.3 -0.1 -0.1
H -1.747 -1.392 2.015 -0.1 0.1 0.1
H -3.666 -2.436 0.994 -0.2 0.0 -0.1
H -1.592 -4.465 0.025 0.2 0.1 -0.1
H -2.858 -3.635 -0.938 0.1 -0.1 -0.2
H -3.255 -4.934 0.206 -0.3 0.0 -0.3
C -5.368 -5.773 -5.215 0.1 -0.1 0.2
C -6.368 -4.954 -4.424 0.2 0.2 -0.4
O -6.821 -5.623 -3.227 -0.1 -0.1 0.0
S -5.812 -5.713 -2.001 -0.5 -0.1 0.2
C -6.963 -6.290 -0.802 -0.1 0.0 0.0
O -5.396 -4.389 -1.653 0.2 0.0 -0.1
O -4.851 -6.741 -2.248 0.2 0.1 0.0
H -4.439 -5.909 -4.663 0.0 0.0 0.0
H -5.134 -5.271 -6.153 -0.1 0.0 0.0
H -5.769 -6.764 -5.430 0.0 0.0 -0.1
H -5.964 -3.975 -4.162 0.0 0.0 0.1
H -7.266 -4.790 -5.016 -0.1 -0.1 0.2
H -7.709 -5.521 -0.626 0.0 0.0 0.0
H -6.397 -6.488 0.106 0.1 0.0 0.0
H -7.418 -7.207 -1.168 0.0 0.0 0.0
C -6.782 4.530 -1.452 0.1 0.0 -0.3
C -7.223 3.098 -1.236 0.1 0.3 0.5
O -7.416 2.377 -2.475 -0.1 0.0 -0.1
S -6.132 1.933 -3.288 -0.5 0.0 -0.1
C -6.946 0.877 -4.435 -0.1 -0.1 0.0
O -5.293 1.153 -2.427 0.3 0.0 0.0
O -5.594 3.054 -3.992 0.2 0.0 0.0
H -5.792 4.577 -1.903 0.0 0.0 0.0
H -6.744 5.062 -0.502 -0.1 -0.1 0.0
H -7.471 5.048 -2.120 -0.1 0.0 0.1
H -6.521 2.552 -0.603 0.0 -0.1 -0.1
H -8.191 3.077 -0.739 -0.1 -0.1 -0.2
H -7.374 0.034 -3.900 0.0 0.0 0.0
H -6.193 0.538 -5.143 0.0 0.0 0.0
H -7.713 1.449 -4.950 0.0 0.0 0.0
C 9.925 -1.742 3.086 -0.1 -0.1 -0.2
C 9.238 -0.403 3.266 0.3 -0.2 0.5
O 8.530 0.033 2.084 0.0 0.0 0.0
S 7.179 -0.731 1.728 0.0 0.4 -0.4
C 6.602 0.375 0.492 0.0 -0.1 0.1
O 6.310 -0.679 2.865 0.0 -0.3 0.1
O 7.498 -1.985 1.112 -0.1 -0.2 0.2
H 9.202 -2.542 2.938 0.0 0.0 0.0
H 10.519 -1.988 3.966 0.0 0.1 0.0
H 10.575 -1.724 2.211 0.1 0.0 0.0
H 8.550 -0.423 4.113 -0.1 0.0 -0.1
H 9.974 0.374 3.465 -0.1 0.1 -0.2
H 6.382 1.335 0.944 0.0 0.0 0.0
H 5.698 -0.065 0.074 0.0 -0.1 0.0
H 7.361 0.471 -0.278 0.0 0.0 0.0
C 11.509 -5.482 7.238 -0.1 0.1 -0.2
C 12.723 -6.127 6.598 0.1 0.3 0.5
O 12.448 -6.664 5.286 0.0 -0.1 0.0
S 12.268 -5.640 4.085 0.0 -0.5 -0.2
C 12.293 -6.820 2.780 0.0 -0.1 0.0
O 13.430 -4.811 4.002 -0.1 0.2 0.1
O 10.961 -5.061 4.150 0.0 0.2 0.0
H 11.192 -4.597 6.689 0.0 0.0 0.0
H 11.741 -5.183 8.260 0.1 -0.1 0.0
H 10.670 -6.178 7.252 0.0 0.0 0.1
H 13.560 -5.429 6.537 0.0 0.0 -0.1
H 13.050 -6.977 7.193 0.0 -0.1 -0.2
H 13.275 -7.284 2.740 0.0 0.0 0.0
H 12.090 -6.276 1.860 0.0 0.1 0.0
H 11.516 -7.557 2.959 0.0 0.0 0.0
C 4.881 6.287 -1.516 0.1 0.0 0.2
C 5.927 5.443 -2.217 -0.5 0.0 -0.2
O 7.183 5.396 -1.503 0.1 0.0 0.0
S 7.256 4.521 -0.181 0.3 0.2 -0.2
C 9.001 4.571 0.029 0.1 0.0 0.0
O 6.848 3.184 -0.496 -0.2 0.0 0.1
O 6.637 5.227 0.895 -0.1 -0.1 0.1
H 4.588 5.848 -0.564 0.0 0.0 0.0
H 3.991 6.370 -2.139 0.0 0.0 -0.1
H 5.269 7.285 -1.312 0.0 0.0 -0.1
H 5.570 4.426 -2.390 0.1 0.0 0.1
H 6.165 5.874 -3.187 0.2 0.0 0.1
H 9.475 4.052 -0.800 0.0 0.0 0.0
H 9.220 4.067 0.969 -0.1 0.0 0.0
H 9.317 5.609 0.078 0.0 0.0 0.0
C -8.188 8.174 -6.328 -0.1 -0.2 0.0
C -8.641 9.041 -5.170 0.5 0.0 -0.2
O -9.989 8.750 -4.745 -0.1 0.0 0.0
S -10.239 7.406 -3.933 -0.4 0.3 0.0
C -11.888 7.745 -3.430 0.0 0.1 0.1
O -9.378 7.395 -2.788 0.2 -0.2 0.0
O -10.246 6.300 -4.841 0.2 -0.1 0.1
H -8.115 7.128 -6.038 0.0 0.0 0.0
H -7.206 8.499 -6.674 0.0 0.1 0.0
H -8.896 8.237 -7.154 0.0 0.1 0.0
H -7.964 8.955 -4.319 -0.1 -0.1 0.1
H -8.656 10.087 -5.471 -0.2 0.0 0.1
H -11.889 8.601 -2.761 0.0 0.0 0.0
H -12.252 6.859 -2.915 0.1 0.0 0.0
H -12.490 7.937 -4.314 0.0 0.0 0.0
C -10.131 13.163 -1.809 -0.2 0.0 -0.1
C -10.461 12.123 -0.757 0.5 -0.1 -0.3
O -11.799 12.264 -0.227 -0.1 0.1 0.1
S -13.014 11.826 -1.148 0.0 0.2 0.4
C -14.268 11.893 0.083 0.0 0.0 0.1
O -12.808 10.469 -1.556 0.0 -0.1 -0.2
O -13.266 12.839 -2.123 0.0 -0.1 -0.2
H -10.744 13.037 -2.700 0.0 0.0 0.0
H -9.084 13.075 -2.102 0.0 0.0 0.1
H -10.312 14.167 -1.426 0.1 0.0 0.0
H -10.326 11.110 -1.139 -0.1 0.0 0.0
H -9.801 12.238 0.101 -0.2 0.0 0.1
H -14.066 11.138 0.838 0.0 0.0 0.0
H -15.213 11.690 -0.416 0.0 0.0 0.0
H -14.279 12.889 0.515 0.0 0.0 0.0
C 3.180 -9.050 6.075 0.0 0.2 -0.2
C 4.298 -8.604 6.996 -0.5 -0.2 0.2
O 5.384 -7.964 6.291 0.1 0.0 -0.1
S 5.147 -6.491 5.741 0.5 -0.1 -0.1
C 6.816 -6.139 5.308 0.1 0.0 0.0
O 4.748 -5.651 6.827 -0.3 0.0 0.0
O 4.369 -6.555 4.542 -0.2 0.1 0.0
H 2.683 -8.200 5.610 0.0 0.0 0.0
H 2.434 -9.611 6.639 0.1 0.0 0.1
H 3.570 -9.679 5.275 0.0 -0.1 0.0
H 3.929 -7.937 7.777 0.1 0.1 -0.1
H 4.744 -9.467 7.486 0.2 0.1 -0.1
H 7.420 -6.113 6.211 0.0 0.0 0.0
H 6.818 -5.166 4.821 0.0 0.0 0.0
H 7.169 -6.902 4.620 0.0 0.0 0.0
```
Forces are in eV/Å.

Computed properties:
- molecular weight (g/mol) = 1406.2
- HOMO level (eV) = -7.5
- E_LUMO (eV) = 0.288
- Kohn-Sham gap (eV) = 7.8
- E_tot (eV) = -221487.4440
- SMILES = [H]/N=C\Cc1c(S)c(P(C)O)c2nc(CCN)c(CC)nc2c1C[C@@H](C)Cl.CCOS(C)(=O)=O.CCOS(C)(=O)=O.CCOS(C)(=O)=O.CCOS(C)(=O)=O.CCOS(C)(=O)=O.CCOS(C)(=O)=O.CCOS(C)(=O)=O.CCOS(C)(=O)=O

Atomic partial charges in e from the Löwdin method, atoms 1 to 8:
1. H 0.059
2. N 0.110
3. C -0.244
4. C -0.151
5. C -0.180
6. C -0.483
7. S 0.846
8. C -0.314